Record 1
Entry from the Open Molecules 2025 dataset: a structure of composition C31H33ClN2O2PbSi2 at a distorted geometry (ωB97M-V with the def2-TZVPD basis set).

Calculated values
E_LUMO (alpha / beta), eV: -8.52 / -7.97
HOMO-LUMO gap (alpha / beta), eV: 4.95 / 5.39
HOMO level (alpha / beta), eV: -13.47 / -13.36
Calculated total energy, Eh: -2692.46506

```
! wB97M-V def2-TZVPD RIJCOSX def2/J DEFGRID3
* xyz 2 1
C -2.08 -0.81 5.26
C -2.85 -0.36 4.15
C -2.69 -1.31 3.09
H -3.49 0.51 4.13
C -1.79 -2.31 3.54
C -1.43 -2.03 4.88
H -0.84 -2.66 5.54
H -2.04 -0.35 6.25
H -3.21 -1.30 2.14
H -1.47 -3.17 2.96
Pb 0.06 0.12 3.21
Si -0.51 -0.02 -3.16
C -0.11 1.43 -4.25
C 1.21 1.61 -4.68
H 1.95 0.82 -4.51
C 1.58 2.81 -5.28
H 2.63 2.97 -5.56
C 0.62 3.79 -5.52
H 0.91 4.73 -5.99
C -0.71 3.59 -5.13
H -1.47 4.37 -5.31
C -1.09 2.41 -4.50
H -2.12 2.22 -4.20
C 0.11 -1.49 -4.14
C -0.28 -1.65 -5.48
H -1.02 -0.97 -5.91
C 0.31 -2.65 -6.27
H 0.05 -2.73 -7.32
C 1.24 -3.53 -5.70
H 1.67 -4.33 -6.30
C 1.63 -3.38 -4.37
H 2.38 -4.04 -3.92
C 1.08 -2.35 -3.60
H 1.44 -2.20 -2.58
H -1.95 0.06 -2.93
Si 1.14 0.29 -1.33
C 0.21 -1.25 -0.61
C -1.20 -1.41 -0.70
H -1.87 -0.59 -0.98
C -1.81 -2.64 -0.45
H -2.88 -2.74 -0.64
C -1.06 -3.70 0.05
H -1.55 -4.65 0.26
C 0.30 -3.51 0.28
H 0.88 -4.31 0.73
C 0.94 -2.33 -0.08
H 2.03 -2.22 0.03
C 0.11 1.74 -0.71
C -0.99 1.53 0.13
H -1.19 0.55 0.57
C -1.96 2.52 0.31
H -2.79 2.33 0.99
C -1.88 3.70 -0.43
H -2.72 4.40 -0.43
C -0.72 3.97 -1.16
H -0.62 4.93 -1.67
C 0.31 3.03 -1.25
H 1.21 3.24 -1.81
H 2.53 0.47 -0.91
Cl 2.13 0.49 1.77
C 3.21 0.15 7.92
O 2.95 -0.56 6.67
C 2.01 -0.08 5.87
O 1.65 -0.70 4.83
N 1.45 1.09 6.22
N 0.45 1.65 5.34
H 2.30 0.29 8.52
H 3.73 1.11 7.75
H 3.88 -0.53 8.45
H 1.85 1.66 6.97
H 0.70 2.63 5.14
H -0.44 1.68 5.85
*
```

Mulliken charges in e: atom 1 (C): -0.304, atom 2 (C): -0.683, atom 3 (C): -0.245, atom 4 (H): 0.439, atom 5 (C): -0.452, atom 6 (C): -0.619, atom 7 (H): 0.453, atom 8 (H): 0.573, atom 9 (H): 0.519, atom 10 (H): 0.458, atom 11 (Pb): 1.308, atom 12 (Si): 1.008, atom 13 (C): 0.374, atom 14 (C): -0.207, atom 15 (H): 0.460, atom 16 (C): -0.778, atom 17 (H): 0.424, atom 18 (C): -0.473, atom 19 (H): 0.415, atom 20 (C): -0.541, atom 21 (H): 0.428, atom 22 (C): -0.542, atom 23 (H): 0.421, atom 24 (C): 0.562, atom 25 (C): -0.334, atom 26 (H): 0.367, atom 27 (C): -0.679, atom 28 (H): 0.419, atom 29 (C): -0.485, atom 30 (H): 0.398, atom 31 (C): -0.763, atom 32 (H): 0.409, atom 33 (C): -0.043, atom 34 (H): -0.010, atom 35 (H): -0.187, atom 36 (Si): -0.486, atom 37 (C): 1.572, atom 38 (C): -0.311, atom 39 (H): 0.540, atom 40 (C): -1.137, atom 41 (H): 0.511, atom 42 (C): -0.753, atom 43 (H): 0.477, atom 44 (C): -0.826, atom 45 (H): 0.504, atom 46 (C): -0.971, atom 47 (H): 0.451, atom 48 (C): 0.997, atom 49 (C): -0.010, atom 50 (H): 0.594, atom 51 (C): -1.013, atom 52 (H): 0.467, atom 53 (C): -0.731, atom 54 (H): 0.447, atom 55 (C): -0.461, atom 56 (H): 0.446, atom 57 (C): -0.664, atom 58 (H): 0.463, atom 59 (H): 0.067, atom 60 (Cl): -0.435, atom 61 (C): -0.834, atom 62 (O): -0.296, atom 63 (C): 0.659, atom 64 (O): -0.559, atom 65 (N): 0.002, atom 66 (N): -0.658, atom 67 (H): 0.389, atom 68 (H): 0.352, atom 69 (H): 0.261, atom 70 (H): 0.248, atom 71 (H): 0.308, atom 72 (H): 0.304



Record 2
Entry from the Open Molecules 2025 dataset: the molecule C6H5NS at a distorted geometry (ωB97M-V with the def2-TZVPD basis set).

Calculated values
E_LUMO (alpha / beta), eV: 0.50 / -2.13
HOMO-LUMO gap (alpha / beta), eV: 7.52 / 7.26
HOMO level (alpha / beta), eV: -7.01 / -9.38
Calculated total energy, Eh: -684.33345

```
! wB97M-V def2-TZVPD RIJCOSX def2/J DEFGRID3
* xyz 0 3
C 1.05 -0.19 0.15
C -0.03 0.19 1.11
C 2.33 -0.34 0.79
C -1.37 0.33 0.57
C -0.65 -0.10 -1.57
C 0.72 -0.30 -1.15
N 0.36 0.34 2.31
S 2.06 -0.01 2.39
H -2.04 -0.49 0.72
H -1.81 1.31 0.53
H -1.21 -0.97 -1.88
H -0.89 0.80 -2.11
H 1.48 -0.56 -1.87
*
```

Mulliken charges in e: atom 1 (C): 0.569, atom 2 (C): 0.406, atom 3 (C): -0.119, atom 4 (C): -0.816, atom 5 (C): -0.789, atom 6 (C): -0.217, atom 7 (N): -0.550, atom 8 (S): -0.021, atom 9 (H): 0.276, atom 10 (H): 0.300, atom 11 (H): 0.278, atom 12 (H): 0.275, atom 13 (H): 0.407



Record 3
Entry from the Open Molecules 2025 dataset: the ion C6H16N4O with charge +2 at a distorted geometry (ωB97M-V with the def2-TZVPD basis set).

Calculated values
E_LUMO, eV: -6.04
SMILES string: C=N[C@@H]1C[NH2+]C[C@@H]1O[C@@H](N)[NH3+]
HOMO-LUMO gap, eV: 10.30
HOMO level, eV: -16.34
Calculated total energy, Eh: -531.80301

```
! wB97M-V def2-TZVPD RIJCOSX def2/J DEFGRID3
* xyz 2 1
C 1.22 -2.74 -0.06
C 2.03 0.25 0.92
C 0.99 1.93 -0.44
C 1.30 -0.47 -0.23
C 0.27 0.61 -0.73
C -2.11 -0.13 -0.39
N 0.62 -1.65 0.17
N -1.94 -1.47 -0.10
N 2.23 1.58 0.39
N -3.16 0.60 0.49
O -0.95 0.58 0.05
H 2.21 -2.68 -0.58
H 0.67 -3.58 0.15
H 1.40 0.22 1.83
H 3.07 -0.18 0.85
H 1.33 2.42 -1.32
H 0.20 2.56 -0.02
H 2.10 -0.56 -1.05
H -0.07 0.61 -1.83
H -2.47 0.00 -1.42
H -1.67 -1.85 0.85
H -2.45 -2.14 -0.72
H 2.32 2.25 1.18
H 3.11 1.62 -0.04
H -4.05 0.95 0.13
H -2.72 1.47 0.83
H -3.49 -0.18 1.08
*
```

Mulliken charges in e: atom 1 (C): -0.338, atom 2 (C): -0.840, atom 3 (C): -0.961, atom 4 (C): -0.253, atom 5 (C): 0.130, atom 6 (C): -0.157, atom 7 (N): -0.316, atom 8 (N): -0.450, atom 9 (N): -0.012, atom 10 (N): -0.210, atom 11 (O): -0.393, atom 12 (H): 0.271, atom 13 (H): 0.334, atom 14 (H): 0.399, atom 15 (H): 0.352, atom 16 (H): 0.380, atom 17 (H): 0.342, atom 18 (H): 0.450, atom 19 (H): 0.504, atom 20 (H): 0.440, atom 21 (H): 0.309, atom 22 (H): 0.230, atom 23 (H): 0.358, atom 24 (H): 0.389, atom 25 (H): 0.374, atom 26 (H): 0.319, atom 27 (H): 0.348